Below is a gas-phase ion, C4H8O2 (charge -2) in a non-equilibrium geometry, with properties calculated with ωB97M-V/def2-TZVPD.

Values from the calculation:
Strongest force on any atom in eV Å⁻¹: 3.15
LUMO level in eV: 7.51
Net charge: -2
ΔE to the lowest compared entry with this formula, charge and spin in kcal per mole: 13.88
HOMO in Ha: 0.0332
Gap between HOMO and LUMO in eV: 6.608

Last column: natural (NBO) charge in e.
Cartesian coordinates (Å):
O: -1.0533 2.0736 -2.0981  -1.002
O: 1.6223 -1.4440 2.2213  -1.006
C: 0.4380 -0.5788 0.2381  -0.424
C: 0.5089 -0.7799 1.7569  -0.017
C: -0.5540 0.8598 -1.7304  -0.012
C: -0.5100 0.5431 -0.2663  -0.427
H: -0.4710 -1.3287 1.9715  0.038
H: 0.3690 -1.5288 -0.4256  0.152
H: 0.3810 0.1720 2.3164  0.081
H: -1.5013 0.1306 0.1092  0.148
H: -1.0638 0.0796 -2.3579  0.068
H: 0.5732 0.7521 -2.0149  0.037
H: -0.2086 1.4163 0.2923  0.186
H: 1.4696 -0.3670 -0.0127  0.178

=====

Below is 2 unconnected molecules or ions with the total composition C4H8O2 in a non-equilibrium geometry, with properties calculated with ωB97M-V/def2-TZVPD.

Values from the calculation:
Strongest force on any atom in eV Å⁻¹: 6.76
LUMO level in eV: 0.61
ΔE to the lowest compared entry with this formula, charge and spin in kcal per mole: 81.86
HOMO in Ha: -0.3499
Gap between HOMO and LUMO in eV: 10.133

Last column: natural (NBO) charge in e.
Cartesian coordinates (Å):
O: 1.5387 1.6075 -0.5380  -0.702
O: 0.6552 0.3449 1.0416  -0.597
C: 1.4866 0.5077 0.2125  0.760
C: -1.9235 -0.0542 0.5446  -0.334
C: -3.0010 -0.6731 -0.0569  -0.438
C: 2.3880 -0.4296 -0.4333  -0.727
H: 2.7710 -1.3541 0.3251  0.257
H: -2.8162 -1.6652 -0.5656  0.203
H: -0.8936 -0.2474 0.2375  0.197
H: 3.3350 0.2235 -1.1074  0.259
H: 1.5822 -0.7581 -1.1876  0.258
H: 0.8906 2.3339 -0.2180  0.501
H: -2.0777 0.5908 1.2772  0.171
H: -3.9354 -0.4266 0.4685  0.192

=====

Below is 2 unconnected molecules or ions with the total composition C4H8O2, with properties calculated with ωB97M-V/def2-TZVPD.

Values from the calculation:
Strongest force on any atom in eV Å⁻¹: 0.56
LUMO level in eV: 0.72
ΔE to the lowest compared entry with this formula, charge and spin in kcal per mole: 115.70
HOMO in Ha: -0.3042
Gap between HOMO and LUMO in eV: 8.995

Last column: natural (NBO) charge in e.
Cartesian coordinates (Å):
O: 1.1061 1.1185 1.7594  -0.542
O: -0.3312 -0.2133 0.6991  -0.502
C: -1.6831 -0.6865 0.6832  -0.268
C: 0.0238 0.6114 1.7018  0.657
C: 0.0870 0.3648 -1.4244  -0.071
C: 1.5057 -0.0680 -1.4917  -0.772
H: -0.7785 0.7622 2.4470  0.107
H: 0.1191 1.4182 -1.0697  0.090
H: -1.7972 -1.1756 -0.2819  0.239
H: -1.8479 -1.3873 1.5069  0.186
H: 2.1994 0.3487 -0.7505  0.220
H: -2.3843 0.1511 0.7450  0.189
H: 1.7869 0.3559 -2.4767  0.259
H: 1.6327 -1.1524 -1.5742  0.209